{"formula": "C31H45BrN2P2Pt", "method": "ωB97M-V with the def2-TZVPD basis set", "multiplicity": 5, "e_above_lowest_kcal_mol": 0.0, "orbital_gap_ev": [5.788, 5.011], "total_charge": 4, "s_squared": 6.141, "elements": ["C", "C", "C", "C", "N", "C", "C", "C", "C", "C", "C", "C", "C", "C", "Pt", "P", "H", "H", "H", "H", "H", "H", "H", "H", "C", "C", "H", "H", "H", "H", "H", "C", "C", "H", "H", "H", "H", "H", "C", "C", "H", "H", "H", "H", "H", "Br", "P", "C", "C", "H", "H", "H", "H", "H", "C", "C", "H", "H", "H", "H", "H", "C", "C", "H", "H", "H", "H", "H", "N", "C", "C", "C", "C", "C", "C", "H", "H", "H", "H", "H", "H", "H"], "xyz": [[-0.741, 6.733, -4.020], [-0.859, 5.385, -4.462], [-1.233, 5.149, -5.798], [-1.473, 6.254, -6.623], [-1.358, 7.522, -6.214], [-1.002, 7.752, -4.944], [-0.643, 4.272, -3.596], [-0.550, 3.528, -2.635], [-0.625, 2.992, -1.351], [0.543, 2.879, -0.569], [0.566, 1.973, 0.470], [-0.652, 1.255, 0.644], [-1.915, 1.667, 0.162], [-1.891, 2.509, -0.956], [0.008, -0.517, 0.044], [1.979, -1.516, 0.588], [-1.344, 4.157, -6.236], [-0.452, 7.039, -3.011], [-1.770, 6.134, -7.671], [-0.929, 8.815, -4.679], [-2.785, 2.817, -1.527], [1.406, 3.485, -0.823], [-2.824, 1.251, 0.587], [1.434, 1.750, 1.074], [2.302, -3.095, 1.464], [3.180, -4.129, 0.803], [1.338, -3.536, 1.758], [2.752, -2.802, 2.418], [3.274, -4.991, 1.473], [2.754, -4.503, -0.131], [4.193, -3.764, 0.611], [2.432, -1.469, -1.184], [3.309, -0.321, -1.666], [1.498, -1.404, -1.767], [2.876, -2.438, -1.399], [3.286, -0.323, -2.767], [2.936, 0.662, -1.341], [4.346, -0.464, -1.348], [3.182, -0.461, 1.439], [4.593, -1.033, 1.355], [2.842, -0.442, 2.485], [3.086, 0.553, 1.024], [5.282, -0.259, 1.700], [4.723, -1.906, 2.004], [4.874, -1.309, 0.335], [-0.430, -2.441, 2.998], [-1.564, -1.981, -0.334], [-0.406, -3.314, -0.884], [-0.580, -4.737, -1.416], [0.190, -3.500, 0.028], [0.245, -2.809, -1.622], [0.448, -5.096, -1.639], [-1.026, -5.380, -0.640], [-1.143, -4.737, -2.356], [-2.883, -2.163, 0.896], [-4.081, -3.117, 1.014], [-3.285, -1.156, 1.085], [-2.308, -2.405, 1.832], [-4.336, -3.200, 2.090], [-4.952, -2.714, 0.480], [-3.827, -4.119, 0.654], [-2.102, -1.006, -1.807], [-2.632, -1.502, -3.161], [-1.186, -0.424, -2.054], [-2.830, -0.277, -1.430], [-2.959, -0.600, -3.723], [-1.833, -2.017, -3.718], [-3.516, -2.137, -3.015], [-1.090, 0.643, 2.998], [-0.608, 0.369, 4.236], [0.779, 0.343, 4.444], [1.221, 0.282, 5.748], [0.286, 0.228, 6.783], [-1.087, 0.131, 6.544], [-1.552, 0.158, 5.250], [-0.826, 1.532, 2.577], [-2.025, 0.332, 2.790], [1.446, 0.366, 3.587], [2.289, 0.263, 5.929], [0.627, 0.222, 7.809], [-1.809, 0.004, 7.341], [-2.604, 0.109, 4.970]], "atomic_forces_ev_per_a": [[0.24, 1.72, 0.12], [0.13, -2.21, -0.25], [-0.49, 0.75, -1.39], [-0.09, -1.69, -0.10], [0.41, 0.64, 1.01], [-0.18, 0.26, -0.05], [-0.05, 1.69, -0.46], [-0.15, 1.69, -0.50], [-0.16, -0.82, 0.21], [-0.21, 0.44, -0.52], [-1.15, -0.97, -0.08], [-0.90, 1.21, -0.65], [0.99, 0.21, -0.46], [0.23, 0.04, 0.66], [0.23, 1.74, 1.17], [1.33, -0.93, 0.26], [0.12, 0.20, 0.41], [-0.07, -0.48, -0.28], [0.12, -0.12, 0.41], [0.04, -0.55, 0.12], [0.49, -0.44, 0.42], [0.04, -0.11, -0.02], [-0.03, -0.05, -0.32], [0.13, 0.19, -0.03], [-0.69, -0.34, 0.37], [0.43, -0.44, -0.39], [0.46, 0.00, -0.40], [-0.09, 0.18, -0.12], [-0.03, 0.18, -0.12], [0.07, 0.03, 0.00], [-0.18, -0.05, -0.06], [0.00, -0.27, -0.50], [0.29, 0.12, -0.29], [0.34, -0.28, 0.08], [0.13, -0.20, -0.31], [0.13, 0.01, 0.39], [0.18, -0.24, 0.00], [-0.25, 0.33, -0.17], [-0.80, 0.57, 0.22], [0.38, 0.02, 0.04], [0.22, 0.15, -0.23], [0.38, -0.24, 0.18], [0.05, -0.15, -0.07], [-0.04, 0.24, -0.17], [0.03, 0.02, 0.30], [0.02, -0.32, 0.67], [-0.77, -1.64, -1.78], [0.68, -0.69, 0.69], [-0.54, -0.16, -0.27], [-0.13, 0.51, -0.25], [-0.49, 0.15, 0.42], [-0.69, 0.09, 0.17], [0.05, 0.08, -0.60], [-0.02, -0.34, 0.32], [0.42, 0.08, 1.98], [-0.25, -0.45, -0.55], [0.39, 0.12, -0.36], [-0.25, 0.35, -0.88], [0.13, 0.10, -0.66], [0.26, -0.36, 0.08], [-0.26, 0.16, 0.04], [-0.03, 0.79, 0.03], [-0.13, -0.41, 0.03], [-0.28, 0.02, 0.08], [0.21, -0.11, 0.19], [0.31, -0.65, 0.27], [-0.57, 0.06, 0.08], [0.37, 0.03, -0.27], [0.06, 0.31, 0.76], [-0.58, 0.30, -1.08], [0.73, 0.44, 1.11], [0.56, 0.04, -1.57], [0.03, -0.13, 0.94], [-1.21, -0.30, -0.62], [-0.04, -0.42, 1.14], [0.17, -0.48, 0.08], [-0.39, 0.39, 0.19], [-0.15, 0.15, 0.28], [-0.12, 0.03, 0.29], [0.09, -0.01, 0.08], [0.24, 0.17, 0.19], [0.18, 0.01, 0.36]], "lowdin_charge": [0.095, -0.144, 0.042, -0.029, 0.170, -0.041, 0.159, 0.116, -0.209, 0.025, -0.109, -0.365, -0.074, 0.033, 0.847, 0.822, 0.140, 0.147, 0.148, 0.147, 0.160, 0.150, 0.117, 0.097, -0.442, -0.102, -0.033, 0.088, 0.108, 0.076, 0.084, -0.388, -0.104, 0.043, 0.100, 0.104, 0.068, 0.080, -0.375, -0.089, 0.067, 0.069, 0.108, 0.090, 0.073, 0.640, 0.860, -0.390, -0.078, 0.030, 0.064, 0.101, 0.096, 0.087, -0.412, -0.078, 0.081, -0.078, 0.106, 0.095, 0.089, -0.382, -0.082, 0.067, 0.074, 0.101, 0.090, 0.094, 0.142, -0.373, -0.021, 0.015, 0.056, 0.022, 0.027, 0.111, 0.103, 0.094, 0.140, 0.148, 0.145, 0.146]}